The following is a DFT calculation (ωB97M-V/def2-TZVPD) of a molecular structure, C30H47CeFP2.

- Lowest unoccupied orbital energy (alpha / beta): -7.40 / -7.38 eV
- Frontier orbital gap (alpha / beta): 6.5 / 6.5 eV
- Multiplicity: 1
- E: -2428.302435 Ha
- HOMO level (alpha / beta): -13.861 / -13.861 eV
- Net charge: +2

Each line ends with the Löwdin charge.
Atoms and positions in Å:
Ce  -0.17  -0.14  -0.90  1.012
C  -0.75  -2.26  0.73  -0.293
C  0.62  -2.37  0.32  -0.325
C  0.46  -0.68  1.90  -0.224
C  -0.84  -1.22  1.71  -0.228
C  1.37  -1.37  1.02  -0.282
C  -1.89  -3.10  0.30  -0.014
H  -1.59  -3.87  -0.43  0.090
H  -2.70  -2.51  -0.18  0.096
H  -2.35  -3.62  1.16  0.112
C  -2.06  -0.82  2.46  0.013
H  -2.85  -1.58  2.38  0.094
H  -2.48  0.13  2.12  0.075
H  -1.82  -0.69  3.53  0.104
C  0.81  0.33  2.93  0.007
H  0.35  0.08  3.90  0.106
H  0.45  1.33  2.67  0.064
H  1.90  0.41  3.06  0.095
C  2.84  -1.14  0.95  -0.015
H  3.36  -1.55  1.83  0.115
H  3.07  -0.07  0.90  0.082
H  3.27  -1.62  0.06  0.084
C  1.17  -3.40  -0.62  -0.016
H  1.62  -4.24  -0.06  0.116
H  1.96  -3.00  -1.27  0.086
H  0.40  -3.82  -1.27  0.083
C  -1.84  1.08  -5.94  -0.150
C  -2.00  -0.25  -5.92  -0.156
C  -1.12  -1.20  -6.69  -0.159
C  0.38  -0.82  -6.68  -0.159
C  0.90  -0.14  -5.45  -0.124
C  1.11  1.19  -5.43  -0.151
C  0.48  2.17  -6.38  -0.155
C  -0.95  1.82  -6.89  -0.152
H  -1.45  -1.26  -7.75  0.136
H  0.58  -0.21  -7.58  0.118
H  -1.23  -2.22  -6.28  0.116
H  -0.87  1.30  -7.86  0.121
H  -2.51  1.74  -5.38  0.083
H  -2.87  -0.71  -5.44  0.112
H  -1.43  2.79  -7.09  0.127
H  0.45  3.15  -5.89  0.111
H  1.88  1.67  -4.82  0.075
H  1.13  2.29  -7.27  0.139
H  0.95  -1.76  -6.83  0.128
H  1.28  -0.81  -4.66  0.106
P  -2.07  0.76  -2.59  0.911
P  1.65  1.88  -1.80  0.835
C  -0.91  2.02  -3.36  -0.344
C  0.28  2.79  -2.72  -0.318
H  -1.59  2.75  -3.81  0.107
H  -0.51  1.42  -4.18  0.013
H  0.79  3.36  -3.51  0.094
H  -0.14  3.53  -2.02  0.094
C  2.61  3.18  -0.97  -0.234
H  3.24  2.70  -0.19  0.064
H  1.96  3.90  -0.47  0.054
H  3.28  3.71  -1.67  0.073
C  2.99  1.16  -2.84  -0.241
H  3.54  1.94  -3.39  0.072
H  2.61  0.43  -3.55  0.013
H  3.71  0.62  -2.20  0.066
C  -3.75  0.92  -3.22  -0.200
H  -4.36  0.08  -2.83  0.081
H  -3.82  0.93  -4.31  0.040
H  -4.17  1.85  -2.81  0.079
C  -1.37  -0.86  -3.24  -0.271
H  -0.45  -1.34  -2.80  0.019
H  -1.03  -0.67  -4.27  0.007
H  -2.14  -1.64  -3.28  0.098
F  -3.09  4.81  2.50  0.061
C  -2.47  3.80  1.80  -0.238
C  -1.10  3.75  1.76  0.019
C  -0.47  2.73  1.02  -0.143
C  -1.24  1.80  0.30  -0.296
C  -2.63  1.85  0.39  -0.167
C  -3.27  2.87  1.14  0.021
H  -0.50  4.49  2.30  0.136
H  0.62  2.67  1.02  0.084
H  -3.25  1.11  -0.13  0.078
H  -4.35  2.93  1.18  0.130